[1]
# C4H5FO2

The molecule C4H5FO2 at a distorted geometry (ωB97M-V/def2-TZVPD, OMol25).

Each line ends with the Löwdin charge.
Cartesian coordinates (Å):
F  2.08  0.23  -0.35  0.081
O  0.92  1.51  0.94  0.096
O  0.04  0.81  -1.04  0.057
C  -1.10  -1.00  -0.25  -0.080
C  -0.06  -0.84  0.83  0.009
C  -1.00  -0.01  -1.14  -0.152
C  0.80  0.50  0.07  -0.569
H  0.74  -1.47  1.18  0.103
H  1.50  2.12  0.44  0.131
H  -1.83  0.21  -1.77  0.123
H  -1.65  -1.89  -0.53  0.099
H  -0.43  -0.18  1.62  0.102

## Properties
Energy above the lowest of the compared OMol25 structures with the same formula, charge and spin: 155.7 kJ/mol
E_tot: -11039.87206 eV
HOMO-LUMO gap: 9.898 eV

***

[2]
# C5H7NO2S

A 3-piece molecular cluster, C5H7NO2S overall at a distorted geometry (ωB97M-V/def2-TZVPD, OMol25).

Each line ends with the Löwdin charge.
Cartesian coordinates (Å):
S  -3.64  0.84  -0.94  0.723
O  -1.92  3.88  -0.09  0.214
O  -1.12  2.37  1.39  0.195
N  -2.31  -1.11  2.05  0.209
C  4.05  -2.27  -1.52  -0.088
C  -2.67  -0.12  1.49  -0.279
C  4.16  -0.99  -1.16  -0.081
C  -1.65  3.06  0.65  -0.502
C  -3.28  0.83  0.84  -0.536
H  4.94  -2.92  -1.53  0.054
H  5.05  -0.84  -0.63  0.012
H  3.22  -2.65  -2.09  0.037
H  -3.95  1.54  1.42  0.101
H  -1.43  -1.15  2.30  0.012
H  3.24  -0.41  -0.91  0.065
H  -2.71  -0.06  -1.28  -0.136

## Properties
Energy above the lowest of the compared OMol25 structures with the same formula, charge and spin: 275.9 kJ/mol
E_tot: -21715.68923 eV
HOMO-LUMO gap: 8.671 eV